[1]
Density functional theory data (ωB97M-V/def2-TZVPD) for a cluster of 31 separate species, C25H90O36 in total at a distorted geometry.

E_LUMO ... -1.165 eV
Orbital gap ... 7.9 eV

```
! wB97M-V def2-TZVPD RIJCOSX def2/J DEFGRID3
* xyz 0 1
C -5.28863 1.98326 -0.92908
C -3.86422 1.53085 -1.27626
C -2.83511 2.21828 -0.32584
C -1.52159 2.56457 -1.05912
C -1.12877 4.04384 -0.80641
C -0.34743 1.66742 -0.73038
C 0.69097 1.53872 -1.57314
C 0.76625 2.23995 -2.89464
C 0.21637 1.34301 -4.00958
C 0.87058 1.25776 -5.21787
C 0.38109 0.46241 -6.26217
C -0.78392 -0.27760 -6.08309
C -1.35216 -1.14761 -7.16940
C -1.45488 -0.24061 -4.83757
C -0.93869 0.57736 -3.83930
C 1.83676 0.67184 -1.17441
O 2.96981 0.95594 -1.52019
C 1.52658 -0.50492 -0.31581
C 2.34645 -1.75442 -0.35830
C 3.80894 -1.43368 0.08414
C 4.31208 -2.64589 0.83657
O 4.11130 -3.76389 0.45790
O 4.97738 -2.45563 1.99627
C 0.49575 -0.38328 0.51746
C 0.01351 -1.41151 1.49941
C -0.54324 -2.72288 0.91078
C -1.50849 -2.56249 -0.23453
O -2.61264 -3.02561 -0.15851
O -1.13728 -1.90366 -1.36353
C -0.23973 0.91813 0.54090
O -0.66427 1.31354 1.60346
H -5.34096 2.19070 0.13561
H -5.51878 2.91295 -1.44919
H -6.01615 1.22592 -1.18866
H -3.61730 1.76385 -2.31152
H -3.79487 0.46063 -1.10209
H -2.70288 1.57644 0.53768
H -3.29185 3.13005 0.05391
H -1.71725 2.47614 -2.12245
H -1.67520 4.68288 -1.49736
H -0.05798 4.13882 -0.94222
H -1.33988 4.32324 0.21716
H 1.79215 2.45459 -3.17932
H 0.17931 3.15133 -2.88588
H 1.76998 1.84713 -5.35035
H 0.91386 0.44894 -7.20353
H -1.88784 -0.54904 -7.90535
H -2.02358 -1.90843 -6.78432
H -0.52377 -1.61195 -7.70450
H -2.34823 -0.82489 -4.67525
H -1.48699 0.59218 -2.90755
H 1.97924 -2.48299 0.34797
H 2.37192 -2.14557 -1.36936
H 3.75502 -0.58761 0.76774
H 4.45509 -1.23663 -0.76286
H 5.18457 -1.50965 2.01884
H 0.83798 -1.62509 2.17536
H -0.77119 -0.99817 2.11397
H 0.21759 -3.44526 0.60709
H -1.11558 -3.19714 1.70253
H -0.41873 -2.38163 -1.81225
O 1.40516 -3.73531 -2.62897
H 1.74608 -4.45544 -2.07601
H 0.88486 -4.17652 -3.31317
O 3.30474 4.18944 -1.40451
H 3.00354 3.27153 -1.41100
H 3.43448 4.39946 -2.33581
O 0.87599 4.32099 1.28434
H 1.74729 4.68783 1.10056
H 0.92837 4.02941 2.20829
O -0.66590 -1.97850 4.21487
H -1.28608 -1.41568 4.69479
H -0.04326 -2.27017 4.89131
O -4.71326 -1.19941 -3.60332
H -5.57145 -1.56440 -3.36526
H -4.14494 -1.42858 -2.85968
O 1.95081 -6.48519 -1.30170
H 1.09909 -6.87045 -1.07083
H 2.49635 -6.61245 -0.51737
O 6.59551 -0.05322 -2.01117
H 6.84574 0.14656 -2.92018
H 5.67831 0.23936 -1.95056
O 7.17869 1.87821 0.58808
H 7.14739 1.38443 -0.23864
H 7.70268 2.65693 0.37197
O 2.71298 -1.65421 -5.96359
H 2.07384 -0.96686 -5.74253
H 2.90948 -2.11412 -5.14140
O -4.55153 -4.73310 -1.85251
H -4.15526 -5.29162 -1.17507
H -3.96903 -3.96434 -1.87343
O -5.63493 -0.99407 -0.54493
H -6.24727 -1.11462 0.19023
H -4.81971 -1.40327 -0.23296
O 1.89901 -3.15409 3.88370
H 2.46004 -3.81510 3.46257
H 1.00056 -3.42602 3.66272
O 8.00147 -2.90762 -1.23645
H 7.25524 -3.25059 -0.73550
H 7.84113 -1.95569 -1.26856
O -2.03206 0.75190 5.81510
H -1.20794 1.05164 5.41377
H -2.15919 1.34971 6.56083
O 5.76013 3.03198 -2.78371
H 5.01440 2.42883 -2.69886
H 5.53693 3.75360 -2.18430
O -6.70957 3.40811 1.12506
H -7.43680 2.89034 1.48714
H -7.01496 4.31879 1.19913
O -7.13442 -5.96689 -0.71756
H -6.27282 -5.67251 -1.03871
H -7.00554 -6.11544 0.22524
O -3.75516 3.17367 6.94450
H -4.40629 3.84770 7.16419
H -3.86693 3.03010 5.99720
O 1.18272 4.40661 4.13832
H 0.56887 4.86451 4.72845
H 1.77449 3.93367 4.73808
O -3.26197 1.54867 -6.92868
H -4.11879 1.17706 -6.69707
H -2.67526 1.28366 -6.20827
O -0.49056 5.86381 5.98648
H -1.25170 5.43450 6.39188
H -0.63096 6.80425 6.13508
O -5.52507 1.11766 8.63846
H -4.67045 1.47614 8.37019
H -5.44960 0.98728 9.58838
O -9.80210 -5.16254 0.25174
H -9.16801 -5.48825 -0.40016
H -9.88957 -4.22465 0.05547
O 10.12887 2.58653 0.10332
H 10.99389 2.94833 -0.11225
H 10.17618 2.38658 1.04393
O 2.42245 2.10875 3.39046
H 2.95659 1.54456 2.82300
H 1.51577 1.95563 3.09993
O -7.49825 -3.15505 -0.15393
H -7.70422 -4.08455 -0.29914
H -7.26605 -2.81527 -1.02504
O 3.22152 -4.44924 -4.83522
H 2.66691 -4.39547 -4.04679
H 4.02677 -4.88470 -4.53784
O 1.93864 3.62577 6.82383
H 1.31440 4.32246 7.05802
H 2.04694 3.12689 7.64101
O 2.16558 3.92054 9.86987
H 3.00691 4.38778 9.83834
H 1.84266 4.06708 10.76415
O 7.85463 -4.34473 2.16734
H 8.08213 -4.17338 1.24749
H 6.91920 -4.12090 2.23222
*
```

Löwdin population analysis, charges in e, atoms 1 to 5: -0.117, -0.230, -0.138, -0.278, -0.041

[2]
Density functional theory data (ωB97M-V/def2-TZVPD) for a structure of composition C5H7N2S at a distorted geometry.

E_LUMO (spin up / spin down) ... -4.992 / -5.186 eV
Orbital gap (spin up / spin down) ... 9.4 / 6.8 eV

```
! wB97M-V def2-TZVPD RIJCOSX def2/J DEFGRID3
* xyz 1 1
C 1.00935 -0.96699 -0.09030
C 1.17149 1.22916 0.07793
C 2.47468 -0.75629 -0.12983
C -1.26893 1.93692 -0.21891
C -1.09385 0.39666 0.03722
N -0.20796 2.58810 0.30644
N 0.36064 0.13089 -0.04810
S 2.78309 1.01028 -0.12832
H 0.51981 -2.00881 -0.13660
H 3.20097 -1.23771 0.42580
H 2.59518 -1.24062 -1.11064
H -1.43269 1.96610 -1.34888
H -2.11300 2.30585 0.35098
H -1.47012 0.34229 1.00362
H -1.51410 -0.17298 -0.74605
*
```

Löwdin population analysis, charges in e, atoms 1 to 5: -0.070, -0.390, -0.349, -0.295, -0.036

[3]
Density functional theory data (ωB97M-V/def2-TZVPD) for a cluster of 2 separate species, C25H52O9S2 in total.

E_LUMO ... 0.419 eV
SMILES string ... COCCCCCCCCCCCC[C@@]1(CCCCS(=O)(=O)O)CCOS(=O)(=O)C1.COCCOC
Orbital gap ... 9.9 eV

```
! wB97M-V def2-TZVPD RIJCOSX def2/J DEFGRID3
* xyz 0 1
C 1.04094 -1.18935 1.86151
O 2.31565 -1.20423 2.44557
C 3.31472 -1.94600 1.74269
C 4.24203 -1.07041 0.90290
C 3.73789 -0.69849 -0.50825
C 4.86939 -0.21162 -1.43697
C 4.95111 1.31280 -1.55611
C 3.93004 1.92481 -2.54797
C 3.27434 3.21875 -2.08992
C 2.54402 3.05253 -0.77401
C 1.47515 4.10458 -0.50848
C 0.72853 3.81105 0.78006
C 0.16218 2.37600 0.81652
C -1.32879 2.21044 1.15765
C -2.42645 2.17022 0.02378
C -3.25096 0.84882 0.06317
C -2.56319 -0.50651 0.33577
C -1.21822 -0.77389 -0.36315
C -1.47143 -1.43233 -1.71978
S 0.00611 -1.70092 -2.66659
O 1.13706 -1.54275 -1.82150
O -0.16015 -2.88031 -3.46531
O 0.02973 -0.45674 -3.66153
C -3.45000 3.31442 0.22664
C -3.09217 4.56042 -0.55274
O -3.46239 4.35218 -1.93933
S -2.83404 3.07503 -2.65373
O -1.97422 3.53179 -3.70096
O -3.91914 2.18476 -2.94151
C -1.80941 2.37970 -1.38380
H 0.45811 -2.07317 2.15590
H 0.52658 -0.29731 2.21674
H 1.08789 -1.15431 0.77687
H 2.83294 -2.70165 1.10691
H 3.89001 -2.48044 2.50296
H 5.20462 -1.58268 0.79762
H 4.40791 -0.15767 1.48689
H 3.24774 -1.57516 -0.94381
H 2.97249 0.07988 -0.43179
H 4.71155 -0.61551 -2.44266
H 5.82815 -0.62064 -1.10215
H 5.95665 1.57523 -1.89869
H 4.82764 1.75784 -0.56360
H 4.43846 2.10611 -3.49903
H 3.13756 1.19529 -2.75730
H 4.01936 4.01948 -2.00887
H 2.56430 3.55819 -2.85277
H 3.25969 3.11983 0.05303
H 2.09846 2.05296 -0.76168
H 0.78879 4.18431 -1.36092
H 1.95224 5.08863 -0.43918
H 1.42047 3.95279 1.61606
H -0.06541 4.54924 0.94418
H 0.40833 1.88845 -0.12484
H 0.70789 1.81769 1.57752
H -1.58829 3.02795 1.84030
H -1.42756 1.30106 1.74971
H -4.00621 0.98101 0.84614
H -3.81147 0.78402 -0.87471
H -2.45308 -0.67026 1.40923
H -3.25826 -1.28815 0.01143
H -0.61521 0.11673 -0.45881
H -0.63125 -1.47163 0.23833
H -2.19471 -0.86440 -2.31114
H -1.89520 -2.42345 -1.53911
H -0.48517 -0.67909 -4.45301
H -4.41350 2.98624 -0.17957
H -3.61855 3.52132 1.28564
H -2.02585 4.80410 -0.51270
H -3.64606 5.43932 -0.23077
H -0.95080 3.04518 -1.38276
H -1.48999 1.45188 -1.85831
C -1.35512 -5.04269 4.11652
O -2.24969 -5.96781 3.52892
C -3.48330 -5.39978 3.12863
C -3.52458 -5.12819 1.64133
O -2.58403 -4.13831 1.25884
C -1.39674 -4.67123 0.68750
H -0.39179 -5.54077 4.20947
H -1.23763 -4.14761 3.50012
H -1.69629 -4.74590 5.11431
H -3.67372 -4.47167 3.67853
H -4.27564 -6.11097 3.38037
H -4.52082 -4.76356 1.37321
H -3.34413 -6.05736 1.09108
H -1.57665 -5.02067 -0.33551
H -0.99276 -5.49471 1.27954
H -0.66671 -3.86273 0.65524
*
```

Löwdin population analysis, charges in e, atoms 1 to 5: -0.119, -0.176, -0.216, -0.167, -0.205